(1)
C3H7NO2 | ωB97M-V/def2-TZVPD

XYZ file:
```
13
Properties=species:S:1:pos:R:3:forces:R:3:mulliken_charge:R:1
C 0.21336 0.97205 1.52463 0.01 0.03 0.01 -1.09
C 0.08364 0.33962 0.16644 0.11 0.17 -0.18 0.79
N 0.57121 0.98685 -0.81999 -0.15 -0.18 0.52 -0.54
O 0.29072 0.33069 -2.03309 0.16 -0.02 -0.33 -0.41
C -0.63938 -0.98784 0.00104 -0.19 0.15 0.23 -0.44
O 0.08087 -1.95139 -0.72809 -0.03 -0.01 -0.18 -0.54
H 0.52072 2.01627 1.42997 -0.02 -0.18 -0.01 0.35
H -0.74268 0.93579 2.06037 0.12 -0.02 -0.12 0.32
H 0.95037 0.44384 2.14121 -0.13 -0.01 -0.14 0.27
H 0.94839 0.69384 -2.63597 -0.14 0.12 0.00 0.36
H -1.61185 -0.77234 -0.47082 0.08 -0.05 0.11 0.26
H -0.83595 -1.42679 0.98260 0.02 0.13 -0.07 0.31
H 0.17059 -1.58060 -1.61828 0.15 -0.12 0.18 0.37
```
Positions in Å, forces in eV/Å.

## Properties
Energy above the lowest of the compared OMol25 structures with the same formula, charge and spin: 64.0 kcal per mole
Molecular weight: 89.09 g mol⁻¹
Total energy: -323.67900 Ha
HOMO energy: -9.80 eV
2S+1: 1
Total charge: 0
Frontier orbital gap: 10.7 eV

(2)
C3H7NO2 | ωB97M-V/def2-TZVPD

XYZ file:
```
13
Properties=species:S:1:pos:R:3:forces:R:3:mulliken_charge:R:1
C 3.67489 0.37490 -0.12888 -1.11 -3.10 -1.16 -0.30
C -2.41565 0.69637 -0.20042 1.89 -1.68 1.51 0.13
C -2.42348 -0.76493 0.34833 1.19 2.10 -3.48 -0.86
N 1.45639 -0.37263 -0.06154 -0.11 0.12 -0.07 -0.59
O 2.44800 0.53985 0.18574 -1.90 0.73 0.63 0.01
O -1.40725 1.35479 -0.16449 -0.30 0.49 0.34 -0.46
H 4.41128 0.99860 0.22581 0.92 1.83 0.86 0.31
H 3.97299 -0.57887 -0.57494 -0.29 0.26 -0.03 0.28
H -3.19613 0.95014 -0.85446 -1.70 0.69 -0.88 0.39
H -1.52047 -0.96791 -0.29092 -0.71 -1.08 0.77 0.23
H -3.26692 -1.27149 -0.04012 -0.83 -0.68 -0.32 0.31
H -2.23698 -1.01806 1.33252 0.46 0.09 2.07 0.29
H 0.50334 0.05922 0.22336 2.47 0.23 -0.22 0.26
```
Positions in Å, forces in eV/Å.

## Properties
Energy above the lowest of the compared OMol25 structures with the same formula, charge and spin: 155.5 kcal per mole
Molecular weight: 89.09 g mol⁻¹
Total energy: -323.53313 Ha
HOMO energy (alpha / beta): -7.90 / -8.81 eV
2S+1: 1
Total charge: 0
Frontier orbital gap (alpha / beta): 8.3 / 9.4 eV

(3)
C3H7NO2 | ωB97M-V/def2-TZVPD

XYZ file:
```
13
Properties=species:S:1:pos:R:3:forces:R:3:mulliken_charge:R:1
O -0.55000 -1.26907 -1.18158 -0.12 -0.34 -0.75 -0.34
C -0.68481 -0.28401 -0.56315 -1.56 -0.90 -0.47 0.18
C 1.23104 0.31842 1.15252 -0.11 -0.80 1.58 0.17
N 1.50606 0.83156 -0.01171 -0.08 0.31 -1.36 -0.60
C 1.04794 -1.05249 1.24899 0.13 0.54 0.70 -0.62
O -2.06157 1.09930 -0.73137 0.02 0.18 0.44 -0.73
H -1.30475 -0.24227 0.40310 0.86 0.57 0.11 0.35
H 1.53252 1.84852 0.00435 -0.10 0.13 0.08 0.27
H -0.09740 0.65917 -0.81665 0.78 0.79 0.68 0.24
H 1.06005 0.91688 2.05974 0.01 -0.06 -0.38 0.29
H 1.22430 -1.69784 0.41364 0.05 -0.11 -0.33 0.31
H 0.81847 -1.51653 2.20028 -0.11 0.11 -0.03 0.28
H -2.85748 1.57400 -1.02034 0.21 -0.41 -0.28 0.20
```
Positions in Å, forces in eV/Å.

## Properties
Energy above the lowest of the compared OMol25 structures with the same formula, charge and spin: 188.9 kcal per mole
Molecular weight: 89.09 g mol⁻¹
Total energy: -323.47992 Ha
HOMO energy: -8.58 eV
2S+1: 1
Total charge: 0
Frontier orbital gap: 5.6 eV